A structure of composition C45H44BaClIN13O6S3, computed with wB97M-V/def2-TZVPD.

XYZ file:
```
114
Properties=species:S:1:pos:R:3:lowdin_charge:R:1
Ba 0.22963 0.37250 -1.05257 1.721
C 4.99718 0.14009 -0.74163 -0.205
C 4.53590 0.00790 -2.21458 -0.184
N 3.36795 -0.83576 -2.36906 -0.082
C 3.57888 -2.24869 -2.55728 -0.302
C 4.10628 -2.98241 -1.32389 -0.449
S 3.08058 -2.90064 0.18541 0.855
C 4.21695 -2.09742 1.35628 -0.464
C 4.11184 -0.56022 1.46012 -0.312
N 3.89670 0.06144 0.18565 -0.082
H 5.69173 -0.67232 -0.51674 0.096
H 5.57424 1.07043 -0.64016 0.103
H 4.28116 1.00029 -2.58534 0.093
H 5.38177 -0.35890 -2.81595 0.114
H 2.75813 -0.46294 -3.08264 0.052
H 2.62335 -2.68636 -2.83154 0.051
H 4.29223 -2.46559 -3.37195 0.114
H 4.20367 -4.03781 -1.58545 0.064
H 5.09988 -2.62401 -1.05205 0.056
H 4.00334 -2.54274 2.32931 0.061
H 5.22333 -2.41598 1.07486 0.059
H 3.25689 -0.30503 2.08638 0.042
H 5.02018 -0.21031 1.97795 0.110
H 3.35638 0.91328 0.23073 0.035
S 1.00042 0.99387 1.83536 0.471
C -0.21871 0.31481 2.86079 -0.839
N -0.34604 0.70284 4.08762 0.012
N -1.47237 0.31923 4.81358 -0.019
C -2.81712 0.32223 4.45930 -0.273
C -3.31026 0.98076 3.32348 -0.036
C -4.67058 1.00940 3.07025 -0.101
C -5.58014 0.38920 3.92494 -0.131
C -5.09537 -0.25146 5.05642 -0.114
C -3.73261 -0.28431 5.32476 -0.056
N -1.12600 -0.74571 2.48666 0.015
N -0.94871 -1.32610 1.42068 0.053
C -1.81144 -2.49180 1.31769 -0.239
C -1.96303 -3.04236 0.05988 -0.061
C -2.80275 -4.13408 -0.12780 -0.072
C -3.46282 -4.69225 0.95572 -0.087
C -3.28863 -4.14898 2.22977 -0.084
C -2.46832 -3.05050 2.41474 -0.024
H -1.26900 0.20558 5.78599 0.116
H -2.62543 1.47741 2.64838 0.104
H -5.02521 1.52861 2.18664 0.101
H -6.64388 0.41566 3.71655 0.087
H -5.78178 -0.73918 5.73978 0.094
H -3.36272 -0.79327 6.20983 0.102
H -1.47278 -2.58162 -0.78938 0.070
H -2.94166 -4.53163 -1.12684 0.108
H -4.11391 -5.54672 0.81509 0.097
H -3.80159 -4.58373 3.08055 0.098
H -2.33513 -2.60480 3.39265 0.102
N -8.25374 -0.86573 0.00082 0.088
C -6.99508 -0.67765 -0.58140 -0.321
C -6.88381 -0.25262 -1.90522 -0.035
C -5.63886 -0.10997 -2.49418 -0.056
C -4.49392 -0.40521 -1.77016 -0.291
C -4.59201 -0.81295 -0.44543 -0.046
C -5.83442 -0.95655 0.14326 -0.026
S -2.92240 -0.18461 -2.52476 0.545
O -3.13279 0.54501 -3.74807 -0.307
O -2.28992 -1.48463 -2.64720 -0.398
N -1.99865 0.59411 -1.46590 -0.467
C -2.22446 1.93129 -1.18183 -0.497
N -1.17788 2.55825 -0.60232 -0.025
C -1.31437 3.85038 -0.31798 -0.121
C -2.47149 4.54869 -0.58542 -0.060
C -3.49965 3.81188 -1.15505 -0.123
N -3.40315 2.52266 -1.44704 0.145
H -8.99732 -0.31267 -0.39102 0.080
H -8.26037 -0.86710 1.00732 0.078
H -7.78143 -0.02568 -2.47168 0.106
H -5.54097 0.24264 -3.51356 0.112
H -3.69825 -1.00983 0.13584 0.100
H -5.90488 -1.27252 1.17973 0.107
H -0.45778 4.32404 0.14963 0.118
H -2.57273 5.59935 -0.35795 0.095
H -4.45392 4.27852 -1.38501 0.108
O 3.41957 4.98838 -4.55360 0.118
C 4.03200 5.43527 -3.47323 -0.514
O 4.63403 6.48258 -3.46125 0.056
C 3.94715 4.57724 -2.24926 -0.047
C 4.62521 4.82062 -1.07610 -0.574
Cl 5.68808 6.09210 -0.67810 0.798
N 4.29107 3.85336 -0.18679 -0.055
N 3.39298 2.99981 -0.71303 0.174
C 3.18217 3.41355 -1.94648 -0.125
C 2.30473 2.54940 -2.80966 -0.572
O 2.30717 2.74278 -4.03337 0.049
O 1.65319 1.63970 -2.20704 -0.439
C 4.73691 3.60809 1.16082 -0.189
C 6.06733 3.76309 1.52078 -0.053
C 6.45318 3.45670 2.81857 -0.088
C 5.52667 2.98229 3.73824 -0.090
C 4.20133 2.81329 3.35552 -0.067
C 3.80273 3.13397 2.06739 -0.037
H 2.98780 4.09834 -4.38690 0.047
H 6.79901 4.09826 0.80003 0.085
H 7.49228 3.57125 3.10267 0.100
H 5.84029 2.73391 4.74529 0.099
H 3.46047 2.42252 4.04395 0.109
H 2.77303 2.98787 1.76616 0.047
I 0.25754 -1.75733 -4.74305 1.006
C -0.01093 -3.45677 -3.56026 -0.777
C -0.61876 -4.58106 -4.10391 -0.127
C -0.71409 -5.70370 -3.29980 -0.074
C -0.21913 -5.65952 -2.00414 -0.070
C 0.34539 -4.47882 -1.55580 -0.152
N 0.44984 -3.38457 -2.32517 0.023
H -0.99462 -4.57145 -5.11826 0.092
H -1.17148 -6.60806 -3.68478 0.106
H -0.28094 -6.51865 -1.34770 0.107
H 0.73252 -4.38342 -0.54604 0.081
```

Computed properties:
**E_tot**: -4882.5878 hartree
**ΔE to the lowest compared entry with this formula, charge and spin**: 49.7 kcal per mole
**HOMO energy**: -4.7 eV
**HOMO-LUMO gap**: 6.535 eV
**LUMO energy**: 0.0687 Eh
**2S+1**: 1
**Largest force on an atom**: 0.10067 hartree/bohr
**Charge**: -1



An isolated molecule of C5H10N2O, computed with wB97M-V/def2-TZVPD.

XYZ file:
```
18
Properties=species:S:1:pos:R:3:nbo_charge:R:1
C 0.69925 -1.11577 -0.87025 -0.295
C -0.57432 -1.15231 -0.60665 -0.071
C 1.62337 -0.16349 -0.05337 0.142
C -2.20472 -0.44722 1.04193 -0.451
C 0.58434 2.00573 -0.49671 -0.473
N -1.32000 -0.22042 -0.06858 -0.252
N 0.79722 0.88425 0.35721 -0.236
O 2.21593 -0.72018 1.07659 -0.686
H 1.18096 -1.78714 -1.61696 0.221
H -1.20783 -1.87644 -1.13687 0.214
H 2.32526 0.29043 -0.68160 0.175
H -3.12894 -1.09035 0.73190 0.209
H -1.66179 -0.86659 1.81277 0.195
H -2.57820 0.58092 1.30486 0.215
H 0.09800 1.75140 -1.40834 0.215
H 0.08041 2.82687 0.00968 0.217
H 1.59683 2.17634 -0.97471 0.194
H 1.47423 -1.07601 1.57913 0.469
```

Computed properties:
**E_tot**: -381.0780 hartree
**ΔE to the lowest compared entry with this formula, charge and spin**: 130.1 kcal per mole
**HOMO energy (alpha / beta)**: -8.6 / -8.8 eV
**HOMO-LUMO gap (alpha / beta)**: 8.162 / 8.862 eV
**LUMO energy (alpha / beta)**: -0.0165 / 0.0029 Eh
**2S+1**: 1
**Largest force on an atom**: 0.07730 hartree/bohr



An isolated molecule of C6H8O2, computed with wB97M-V/def2-TZVPD.

XYZ file:
```
16
Properties=species:S:1:pos:R:3:nbo_charge:R:1
C -0.63610 2.17584 0.44559 -0.404
C -0.53157 1.02645 -0.27948 -0.216
C -0.25551 -0.36181 -0.02065 -0.022
O -0.02813 -0.74244 1.27934 -0.708
C 1.15425 -0.41950 -0.64354 -0.227
C 2.12552 -0.94651 0.06361 -0.365
C -1.42565 -1.10173 -0.51492 0.494
O -2.31750 -1.56123 0.14406 -0.508
H -0.49026 2.14682 1.62400 0.229
H -1.24810 3.07942 -0.22905 0.227
H -0.92528 1.30256 -1.38295 0.217
H -0.80422 -1.38223 1.60826 0.503
H 1.36690 0.27970 -1.53001 0.232
H 2.03619 -0.99435 1.30793 0.231
H 3.16494 -1.25944 -0.12184 0.214
H -1.18548 -1.24155 -1.75034 0.102
```

Computed properties:
**E_tot**: -383.7002 hartree
**Structure (SMILES)**: C=CC(O)(C=C)C=O
**ΔE to the lowest compared entry with this formula, charge and spin**: 131.7 kcal per mole
**HOMO energy**: -9.2 eV
**HOMO-LUMO gap**: 9.750 eV
**LUMO energy**: 0.0185 Eh
**2S+1**: 1
**Largest force on an atom**: 0.13097 hartree/bohr



The ion C5H13N2 with charge +1, computed with wB97M-V/def2-TZVPD.

XYZ file:
```
20
Properties=species:S:1:pos:R:3:nbo_charge:R:1
C -1.96713 -2.12877 -0.66672 -0.599
C -1.25102 -1.00700 0.21421 -0.433
C -0.22198 -0.26308 -0.63898 -0.442
C 1.22880 -0.38954 0.01620 -0.234
N 1.91953 0.88943 -0.01545 -0.500
C 1.70064 2.05734 0.49252 0.391
N 0.51192 2.48597 0.88079 -0.727
H -2.73085 -2.49192 0.01549 0.220
H -2.40830 -1.52483 -1.48973 0.205
H -1.34093 -2.97193 -0.97876 0.217
H -2.04628 -0.51290 0.79213 0.219
H -0.89114 -1.54332 1.06417 0.205
H -0.63281 0.74746 -0.75345 0.206
H -0.31097 -0.70965 -1.65455 0.244
H 1.17534 -0.66223 1.08343 0.239
H 1.79835 -0.95021 -0.73634 0.250
H 2.79193 0.90894 -0.56661 0.430
H 2.52526 2.79788 0.59182 0.237
H -0.34634 1.93943 0.86832 0.434
H 0.49596 3.32892 1.48151 0.436
```

Computed properties:
**E_tot**: -307.5468 hartree
**Structure (SMILES)**: CCCCNC=[NH2+]
**ΔE to the lowest compared entry with this formula, charge and spin**: 46.9 kcal per mole
**HOMO energy**: -14.4 eV
**HOMO-LUMO gap**: 10.816 eV
**LUMO energy**: -0.1312 Eh
**2S+1**: 1
**Largest force on an atom**: 0.06187 hartree/bohr
**Charge**: +1



A structure of composition B5H20Sn, computed with wB97M-V/def2-TZVPD.

XYZ file:
```
26
Properties=species:S:1:pos:R:3:nbo_charge:R:1
Sn -8.10907 -0.85525 30.35615 1.511
B -5.81273 -0.12893 32.72580 -0.846
H -6.09771 -0.00404 33.75897 -0.013
H -4.78097 0.15804 32.59404 0.004
H -5.84699 -1.17167 32.45058 0.024
H -6.41090 0.55079 32.13893 0.009
B -8.34397 -3.19659 32.64445 -0.858
H -9.01004 -2.35366 32.54414 -0.049
H -7.31079 -2.95306 32.45089 0.040
H -8.33327 -3.46744 33.68886 0.021
H -8.63926 -4.02939 32.02518 -0.027
B -7.65287 2.26348 30.38659 -0.816
H -6.92492 1.66594 29.86001 0.006
H -7.58659 3.26495 29.99049 0.008
H -8.62603 1.84887 30.17382 -0.055
H -7.51173 2.21478 31.45521 0.004
B -5.73158 -3.19470 29.31702 -0.731
H -5.92034 -3.06729 28.26232 -0.018
H -4.73804 -3.60376 29.41578 0.001
H -5.75409 -2.25124 29.84011 0.007
H -6.49260 -3.84547 29.71900 -0.017
B -5.06173 0.05290 28.41906 -0.531
H -3.98804 0.15727 28.39586 -0.012
H -5.45976 1.01067 28.12160 -0.024
H -5.39170 -0.76206 27.79360 0.141
H -5.39283 -0.27772 29.39132 0.218
```

Computed properties:
**E_tot**: -349.8556 hartree
**HOMO energy (alpha / beta)**: -2.7 / -2.7 eV
**HOMO-LUMO gap (alpha / beta)**: 6.780 / 4.385 eV
**LUMO energy (alpha / beta)**: 0.1509 / 0.0632 Eh
**2S+1**: 2
**Largest force on an atom**: 0.11354 hartree/bohr
**Charge**: -2